Formula: C23H25FeN10O3S2
Source: the OMol25 dataset
Level of theory: ωB97M-V/def2-TZVPD

Computed properties:
Relative energy (zero: lowest compared OMol25 entry of this formula, charge and spin) ... 0.0 kcal per mole
Gap between HOMO and LUMO (spin up / spin down) ... 7.64 / 7.30 eV
M ... 609.50 g/mol
LUMO level (spin up / spin down) ... -0.69 / -1.08 eV
Calculated total energy ... -3724.87341 Ha

The geometry in ORCA input format:
```
! wB97M-V def2-TZVPD RIJCOSX def2/J DEFGRID3
* xyz 0 6
Fe -1.777 -0.392 -0.325
C -1.014 -2.766 4.555
S -1.430 -1.017 4.446
C -2.073 -0.845 2.815
S -2.045 -2.120 1.653
N -2.528 0.349 2.596
N -2.911 0.509 1.285
C -3.947 1.200 1.038
C -4.367 1.312 -0.365
C -5.296 2.252 -0.779
C -5.590 2.346 -2.132
C -4.950 1.499 -3.017
C -4.048 0.573 -2.514
N -3.775 0.465 -1.221
H -1.042 -3.028 5.611
H -0.021 -2.970 4.159
H -1.745 -3.364 4.018
H -4.506 1.684 1.834
H -5.756 2.911 -0.056
H -6.298 3.082 -2.488
H -5.129 1.551 -4.081
H -3.507 -0.088 -3.183
N -2.610 -2.274 -1.334
C -1.670 -2.785 -2.341
C -0.800 -1.637 -2.860
O -0.329 -1.689 -3.989
N -0.611 -0.685 -1.929
C 0.146 0.495 -2.306
C -0.670 1.733 -1.930
O -0.589 2.784 -2.529
O -1.444 1.531 -0.899
H -2.902 -2.981 -0.670
H -3.461 -1.931 -1.769
H -2.159 -3.286 -3.175
H -1.006 -3.509 -1.864
H 0.431 0.499 -3.355
H 1.048 0.570 -1.686
C 1.309 -2.138 0.637
C 1.111 -0.737 1.098
N 0.090 0.034 0.799
C 0.322 1.262 1.380
C 1.496 1.222 2.051
N 1.996 -0.053 1.863
C 3.281 -0.523 2.328
N 4.330 0.347 1.880
N 5.110 1.003 2.773
N 5.943 1.738 2.149
C 5.724 1.598 0.794
C 6.350 2.204 -0.300
C 5.879 1.877 -1.549
C 4.809 0.972 -1.722
C 4.185 0.366 -0.658
C 4.675 0.699 0.609
H 0.451 -2.431 0.040
H 1.384 -2.829 1.479
H 2.204 -2.232 0.019
H -0.370 2.076 1.254
H 2.033 1.962 2.619
H 3.433 -1.529 1.939
H 3.330 -0.542 3.416
H 7.163 2.902 -0.156
H 6.323 2.326 -2.426
H 4.465 0.758 -2.725
H 3.354 -0.312 -0.803
*
```

Formula: C5H14N3O
Source: the OMol25 dataset
Level of theory: ωB97M-V/def2-TZVPD

Computed properties:
SMILES ... CCOCCNC(N)=[NH2+]
Relative energy (zero: lowest compared OMol25 entry of this formula, charge and spin) ... 108.8 kcal per mole
Gap between HOMO and LUMO ... 8.13 eV
M ... 132.19 g/mol
LUMO level ... -5.17 eV
Calculated total energy ... -438.04045 Ha

The geometry in ORCA input format:
```
! wB97M-V def2-TZVPD RIJCOSX def2/J DEFGRID3
* xyz 1 1
C -0.247 2.342 -1.371
C -1.280 1.061 -1.180
O -0.612 -0.114 -1.762
C -0.925 -1.351 -0.993
C 0.455 -1.965 -0.358
N 0.586 -1.839 1.143
C 0.796 -0.413 1.602
N 1.684 0.624 0.943
N 0.134 -0.047 2.780
H -0.474 3.124 -0.504
H -0.413 2.791 -2.448
H 0.889 2.046 -1.249
H -2.232 1.289 -1.822
H -1.540 0.940 -0.028
H -1.299 -2.142 -1.804
H -1.812 -1.226 -0.239
H 1.361 -1.510 -0.968
H 0.438 -3.134 -0.591
H 1.360 -2.467 1.512
H 1.218 1.565 0.885
H 2.053 0.313 0.017
H 0.734 0.418 3.503
H -0.874 -0.304 2.932
*
```

Formula: C3H10N4
Source: the OMol25 dataset
Level of theory: ωB97M-V/def2-TZVPD

Computed properties:
Relative energy (zero: lowest compared OMol25 entry of this formula, charge and spin) ... 105.4 kcal per mole
Gap between HOMO and LUMO ... 7.81 eV
M ... 102.14 g/mol
LUMO level ... 0.72 eV
Calculated total energy ... -339.16001 Ha

The geometry in ORCA input format:
```
! wB97M-V def2-TZVPD RIJCOSX def2/J DEFGRID3
* xyz 0 1
C -1.619 1.161 -0.599
N 0.819 0.834 -0.132
C -0.609 0.598 0.355
N 1.894 0.480 0.742
N -0.910 0.218 1.524
H 0.948 1.795 -0.467
H 1.858 -0.557 0.771
H 1.716 0.888 1.658
H -0.101 -0.099 2.057
H -2.553 0.611 -0.495
H -1.288 1.079 -1.634
H -1.797 2.215 -0.358
C 0.093 -1.586 -0.922
N 0.880 -2.232 -0.133
H 0.666 -3.235 -0.063
H -0.788 -2.118 -1.338
H 0.791 -0.053 -0.966
*
```

Formula: C18H38BN6O2OsS
Source: the OMol25 dataset
Level of theory: ωB97M-V/def2-TZVPD

Computed properties:
Relative energy (zero: lowest compared OMol25 entry of this formula, charge and spin) ... 0.0 kcal per mole
Gap between HOMO and LUMO ... 8.23 eV
M ... 603.65 g/mol
LUMO level ... -8.88 eV
Calculated total energy ... -1700.67681 Ha

The geometry in ORCA input format:
```
! wB97M-V def2-TZVPD RIJCOSX def2/J DEFGRID3
* xyz 3 1
Os 0.054 -0.487 -0.446
N 0.452 -2.601 -0.363
C 1.934 -2.797 -0.258
C 2.646 -1.681 -1.010
N 2.149 -0.352 -0.531
C 2.456 0.735 -1.509
C 1.637 1.971 -1.178
N 0.189 1.588 -1.065
C 2.728 -0.045 0.826
C 1.678 0.501 1.776
N 0.414 -0.268 1.580
H -0.041 -3.125 0.357
H 0.124 -3.022 -1.232
H 2.235 -3.767 -0.650
H 2.195 -2.787 0.801
H 2.425 -1.751 -2.076
H 3.729 -1.755 -0.891
H 2.189 0.364 -2.501
H 3.524 0.961 -1.516
H 1.782 2.731 -1.945
H 1.950 2.412 -0.234
H -0.231 1.667 -1.992
H -0.327 2.272 -0.514
H 3.557 0.656 0.726
H 3.147 -0.963 1.236
H 1.447 1.545 1.578
H 2.021 0.429 2.809
H -0.340 0.216 2.063
H 0.497 -1.169 2.050
C -6.282 2.749 0.256
C -4.909 2.377 0.763
C -4.870 2.296 2.275
O -4.588 0.984 0.268
B -3.267 1.011 0.024
O -2.626 2.189 0.079
C -3.738 3.206 0.143
C -3.274 4.360 0.998
C -3.989 3.633 -1.290
H -7.038 2.135 0.743
H -6.370 2.630 -0.821
H -6.494 3.789 0.507
H -5.593 1.557 2.618
H -5.145 3.254 2.712
H -3.881 2.021 2.647
H -2.929 4.036 1.977
H -4.093 5.067 1.138
H -2.468 4.894 0.496
H -4.314 2.801 -1.917
H -3.074 4.051 -1.709
H -4.753 4.408 -1.330
C -6.869 -2.503 0.669
C -5.422 -2.778 0.478
C -4.829 -4.019 0.585
C -3.452 -4.133 0.431
N -2.686 -3.049 0.153
C -3.279 -1.898 0.032
S -2.304 -0.503 -0.489
N -4.608 -1.733 0.195
C -2.750 -5.437 0.569
H -7.451 -3.413 0.546
H -7.226 -1.751 -0.034
H -7.036 -2.132 1.684
H -5.436 -4.888 0.792
H -4.996 -0.783 0.148
H -3.448 -6.266 0.650
H -2.132 -5.420 1.471
H -2.095 -5.601 -0.287
*
```

Formula: H23O12
Source: the OMol25 dataset
Level of theory: ωB97M-V/def2-TZVPD

Computed properties:
Relative energy (zero: lowest compared OMol25 entry of this formula, charge and spin) ... 85.7 kcal per mole
Gap between HOMO and LUMO (spin up / spin down) ... 10.44 / 5.22 eV
M ... 215.17 g/mol
LUMO level (spin up / spin down) ... -0.58 / -5.79 eV
Calculated total energy ... -916.39983 Ha

The geometry in ORCA input format:
```
! wB97M-V def2-TZVPD RIJCOSX def2/J DEFGRID3
* xyz 0 2
O 0.072 -0.254 -1.612
H 0.499 -0.118 1.970
H 1.616 -3.614 -2.028
O -2.443 1.006 0.273
H -1.537 0.756 0.387
H -2.866 0.279 -0.142
O -1.632 -1.448 2.205
H -1.115 -2.002 2.889
O 2.302 -4.017 -1.553
H 3.422 1.531 -1.231
H 2.580 -3.167 -0.828
O 0.957 0.106 1.171
H -0.780 -1.178 -2.806
H -0.496 3.026 -0.124
O 1.699 2.889 2.446
H -1.204 -2.562 0.157
H -1.059 -1.576 1.387
O 2.725 1.333 -0.657
H 2.928 1.388 0.357
H 1.812 2.279 1.757
O -2.222 2.479 2.758
H -1.579 1.956 2.415
H -2.996 2.328 2.249
O -1.056 -1.751 -3.579
H -1.818 -1.278 -4.071
H -0.063 4.051 -1.226
O -1.820 -2.670 -0.691
H 0.195 0.697 -1.644
H 1.907 -1.427 -1.095
O 1.435 -1.799 -0.367
H -1.147 -2.496 -1.464
H 1.377 3.644 2.026
O -0.148 4.013 -0.213
H 0.163 -0.926 -0.745
H 1.203 -0.680 0.352
*
```

Formula: C4H5NO2
Source: the OMol25 dataset
Level of theory: ωB97M-V/def2-TZVPD

Computed properties:
Relative energy (zero: lowest compared OMol25 entry of this formula, charge and spin) ... 58.8 kcal per mole
Gap between HOMO and LUMO ... 10.34 eV
M ... 99.09 g/mol
LUMO level ... 0.93 eV
Calculated total energy ... -360.57574 Ha

The geometry in ORCA input format:
```
! wB97M-V def2-TZVPD RIJCOSX def2/J DEFGRID3
* xyz 0 1
N 0.519 1.253 1.067
C 0.148 0.301 0.087
C -1.145 0.164 -0.668
C -0.667 -0.952 0.187
O 0.258 -1.772 -0.520
C 1.121 -0.697 -0.556
O 2.279 -0.732 -0.829
H 0.347 2.208 0.781
H 1.500 1.150 1.308
H -2.110 0.232 -0.218
H -1.112 0.114 -1.750
H -1.138 -1.269 1.109
*
```